1.
The following is a DFT calculation (the ωB97M-V functional and the def2-TZVPD basis) of a structure of composition C28H45KN6OSSb2 at a distorted geometry.

Values from the calculation:
Relative energy (zero: lowest compared OMol25 entry of this formula, charge and spin) = 0.0 kcal per mole
DFT total energy = -2975.9242 Ha
HOMO (alpha / beta) = -3.45 / -4.66 eV

```
84
C28H45KN6OSSb2, DFT the ωB97M-V functional and the def2-TZVPD basis
K -0.8820 -0.8957 0.1243
C 2.3116 -0.7491 1.0914
N 1.0450 -0.8957 1.7950
C 0.8918 0.2064 2.7345
N 1.9877 0.2067 3.6934
C 3.2477 0.3456 2.9766
N 3.4176 -0.7555 2.0388
C 3.4079 -2.0128 2.7736
N 2.1490 -2.1682 3.4890
C 1.0519 -2.1520 2.5315
C 1.9881 -1.0572 4.4167
H 2.3178 0.1761 0.4990
H 2.4351 -1.5508 0.3505
H -0.0739 0.1377 3.2539
H 0.8485 1.1649 2.1993
H 4.0893 0.3836 3.6817
H 3.2866 1.3089 2.4499
H 4.2551 -2.0569 3.4717
H 3.5696 -2.8585 2.0913
H 0.0919 -2.3028 3.0439
H 1.1316 -3.0025 1.8407
H 2.7858 -1.0681 5.1720
H 1.0606 -1.1700 4.9947
C -2.1376 1.5645 2.7026
O -1.7787 0.6568 1.6768
H -3.0235 1.1942 3.2242
H -2.3415 2.5457 2.2669
H -1.3090 1.6473 3.4098
H -2.5499 0.6060 1.0544
C -2.7344 -4.6242 3.5331
Sb -2.1030 -3.0098 2.2384
C -4.1223 -2.4534 1.6967
C -1.9703 -1.5703 3.8479
H -3.5476 -4.2717 4.2003
H -1.8745 -4.9622 4.1470
H -3.1039 -5.4686 2.9160
H -4.7537 -2.4022 2.6075
H -4.5386 -3.2115 1.0017
H -4.1106 -1.4623 1.1995
H -2.8777 -1.6326 4.4821
H -1.8866 -0.5488 3.4225
H -1.0737 -1.7887 4.4636
S -1.9482 0.9505 -1.7219
Sb -0.1630 1.6341 -2.4277
C -0.5698 2.3365 -4.4103
C 0.4785 2.8743 -5.1656
C 0.2421 3.3404 -6.4626
C -1.0437 3.2696 -7.0074
C -2.0930 2.7327 -6.2550
C -1.8575 2.2663 -4.9575
C 0.3084 3.3157 -1.1754
C -0.6048 4.3763 -1.1195
C -0.3399 5.4932 -0.3210
C 0.8404 5.5544 0.4251
C 1.7550 4.4986 0.3718
C 1.4901 3.3812 -0.4270
C 1.0789 -0.1154 -2.5504
C 2.2979 -0.2150 -1.8684
C 3.0738 -1.3734 -1.9817
C 2.6348 -2.4358 -2.7771
C 1.4191 -2.3399 -3.4600
C 0.6434 -1.1821 -3.3469
H 1.4751 2.9307 -4.7471
H 1.0545 3.7558 -7.0446
H -1.2266 3.6304 -8.0113
H -3.0882 2.6781 -6.6770
H -2.6754 1.8530 -4.3841
H -1.5199 4.3347 -1.6960
H -1.0485 6.3103 -0.2811
H 1.0462 6.4187 1.0431
H 2.6694 4.5462 0.9490
H 2.2056 2.5785 -0.4572
H 2.6516 0.5932 -1.2531
H 4.0156 -1.4473 -1.4534
H 3.2360 -3.3315 -2.8645
H 1.0785 -3.1615 -4.0768
H -0.2967 -1.1129 -3.8788
N -1.9208 -3.4246 -2.6075
N -1.8196 -2.5191 -1.4991
H -2.8828 -3.5583 -2.9317
H -1.5653 -4.3554 -2.3678
H -2.5292 -2.7039 -0.7517
H -1.9159 -1.5248 -1.8083
H 0.8341 -0.8957 -1.3635
```

Löwdin atomic charges, in units of e:
1 K 0.46
2 C -0.19
3 N -0.17
4 C -0.18
5 N -0.08
6 C -0.17
7 N -0.08
8 C -0.17
9 N -0.08
10 C -0.24
11 C -0.17
12 H 0.10
13 H 0.11
14 H 0.08
15 H 0.14
16 H 0.13
17 H 0.13
18 H 0.13
19 H 0.13
20 H 0.00
21 H 0.13
22 H 0.13
23 H 0.12
24 C -0.13
25 O -0.34
26 H 0.09
27 H 0.10
28 H 0.09
29 H 0.05
30 C -0.34
31 Sb 1.32
32 C -0.34
33 C -0.30
34 H 0.01
35 H 0.01
36 H 0.00
37 H 0.01
38 H 0.01
39 H 0.00
40 H 0.03
41 H -0.03
42 H 0.01
43 S 0.12
44 Sb 1.10
45 C -0.35
46 C -0.13
47 C -0.09
48 C -0.09
49 C -0.09
50 C -0.13
51 C -0.35
52 C -0.13
53 C -0.09
54 C -0.09
55 C -0.09
56 C -0.13
57 C -0.47
58 C -0.26
59 C -0.14
60 C -0.11
61 C -0.10
62 C -0.22
63 H 0.09
64 H 0.10
65 H 0.10
66 H 0.10
67 H 0.06
68 H 0.09
69 H 0.10
70 H 0.10
71 H 0.10
72 H 0.07
73 H 0.07
74 H 0.10
75 H 0.08
76 H 0.10
77 H 0.09
78 N -0.06
79 N -0.19
80 H 0.07
81 H 0.07
82 H 0.02
83 H -0.05
84 H 0.11

***

2.
The following is a DFT calculation (the ωB97M-V functional and the def2-TZVPD basis) of a structure of composition C28H46As2BrGeNO5Pt at a distorted geometry.

Values from the calculation:
2S+1 = 2
Relative energy (zero: lowest compared OMol25 entry of this formula, charge and spin) = 58.6 kcal per mole
DFT total energy = -10766.2214 Ha
HOMO (alpha / beta) = -15.15 / -15.15 eV
Net charge = +3

```
85
C28H46As2BrGeNO5Pt, DFT the ωB97M-V functional and the def2-TZVPD basis
Pt -0.4092 0.0508 -0.1847
C 2.2543 3.0125 1.1912
C 3.2359 1.8706 0.9641
C 4.2555 2.2761 -0.1159
C 4.0365 1.5505 2.2295
O 2.5084 0.6913 0.5283
Ge 2.4665 0.2061 -1.1968
O 1.2826 -1.2042 -1.1278
C 1.8137 -2.5367 -1.4671
C 2.7128 -2.4084 -2.7028
C 0.6794 -3.4734 -1.8435
C 2.5879 -3.0890 -0.2776
O 0.9011 1.1856 -1.4954
C 0.3942 1.7845 -2.7254
C -0.1460 3.1792 -2.4249
C 1.5256 1.8906 -3.7370
C -0.7215 0.8892 -3.2634
H 2.7655 3.8763 1.6189
H 1.4566 2.6988 1.8726
H 1.7886 3.3107 0.2470
H 4.7965 3.1739 0.1749
H 3.7218 2.4850 -1.0583
H 4.9703 1.4653 -0.2763
H 4.7884 2.3207 2.3940
H 4.5445 0.5905 2.1175
H 3.3977 1.5181 3.1116
H 2.1864 -1.8866 -3.5055
H 3.0050 -3.3951 -3.0620
H 3.6239 -1.8529 -2.4515
H 0.2063 -3.1370 -2.7660
H -0.0479 -3.5314 -1.0468
H 1.0869 -4.4702 -2.0151
H 3.3771 -2.3874 0.0157
H 3.0517 -4.0441 -0.5266
H 1.9216 -3.2316 0.5749
H 0.6620 3.8239 -2.0707
H -0.9111 3.1271 -1.6552
H -0.5665 3.6159 -3.3339
H 2.3205 2.5358 -3.3525
H 1.1594 2.3212 -4.6698
H 1.9436 0.8990 -3.9593
H -1.5166 0.7837 -2.4999
H -0.3228 -0.1008 -3.5087
H -1.1742 1.3166 -4.1587
C -1.2339 -0.0619 3.2165
As 0.2107 -0.6651 2.0830
C 1.7227 -0.3702 3.2349
C -0.0701 -2.5593 1.9887
C 0.6411 -3.4211 2.8154
C 0.3360 -4.7759 2.8227
C -0.6713 -5.2647 1.9995
C -1.3615 -4.3987 1.1575
C -1.0442 -3.0464 1.1464
As -2.0847 -1.8230 0.0582
C -2.6348 -2.6423 -1.6024
C -3.7435 -1.9147 1.0371
H -1.0176 0.9432 3.5721
H -1.2896 -0.7400 4.0674
H -2.1763 -0.0526 2.6772
H 1.4533 -0.7788 4.2066
H 1.8719 0.6990 3.3243
H 2.6161 -0.8370 2.8360
H 1.4238 -3.0471 3.4613
H 0.8796 -5.4478 3.4759
H -0.9211 -6.3193 2.0077
H -2.1387 -4.7928 0.5130
H -2.7753 -3.7061 -1.4211
H -1.9275 -2.4945 -2.4062
H -3.5858 -2.1894 -1.8685
H -4.0566 -2.9568 0.9822
H -4.4803 -1.2758 0.5618
H -3.6167 -1.6169 2.0722
Br -3.4316 6.9414 -0.6009
C -4.0168 5.2956 -0.0693
C -5.4169 5.1117 0.2252
N -5.8603 3.9424 0.6159
C -5.0329 2.8928 0.7104
C -3.6425 2.9860 0.3809
C -3.1364 4.1964 0.0183
C -2.8029 1.7260 0.3972
O -3.4058 0.6541 0.5368
O -1.5338 1.9122 0.2286
H -6.1312 5.9227 0.1089
H -5.4478 1.9550 1.0577
H -2.0796 4.3187 -0.1906
```

Löwdin atomic charges, in units of e:
1 Pt 1.04
2 C 0.00
3 C -0.65
4 C -0.04
5 C -0.02
6 O -0.31
7 Ge 1.08
8 O -0.37
9 C -0.63
10 C -0.03
11 C -0.01
12 C 0.00
13 O -0.40
14 C -0.65
15 C 0.00
16 C -0.02
17 C -0.01
18 H 0.12
19 H 0.08
20 H 0.08
21 H 0.12
22 H 0.07
23 H 0.10
24 H 0.11
25 H 0.10
26 H 0.06
27 H 0.10
28 H 0.12
29 H 0.08
30 H 0.09
31 H 0.04
32 H 0.12
33 H 0.09
34 H 0.12
35 H 0.06
36 H 0.10
37 H 0.05
38 H 0.12
39 H 0.10
40 H 0.12
41 H 0.08
42 H 0.08
43 H 0.09
44 H 0.12
45 C -0.19
46 As 1.24
47 C -0.18
48 C -0.43
49 C -0.07
50 C 0.00
51 C 0.00
52 C -0.07
53 C -0.43
54 As 1.22
55 C -0.18
56 C -0.20
57 H 0.06
58 H 0.07
59 H 0.01
60 H 0.08
61 H 0.03
62 H 0.06
63 H 0.11
64 H 0.14
65 H 0.14
66 H 0.12
67 H 0.07
68 H 0.03
69 H 0.07
70 H 0.07
71 H 0.05
72 H 0.05
73 Br 0.87
74 C -0.68
75 C -0.12
76 N 0.10
77 C -0.03
78 C -0.12
79 C -0.07
80 C -0.54
81 O -0.04
82 O -0.09
83 H 0.12
84 H 0.12
85 H 0.10

***

3.
The following is a DFT calculation (the ωB97M-V functional and the def2-TZVPD basis) of a structure of composition C28H46BrCoNOP2 at a distorted geometry.

Values from the calculation:
2S+1 = 4
Relative energy (zero: lowest compared OMol25 entry of this formula, charge and spin) = 0.0 kcal per mole
DFT total energy = -5863.3163 Ha
HOMO (alpha / beta) = -13.49 / -14.08 eV
Net charge = +2

```
80
C28H46BrCoNOP2, DFT the ωB97M-V functional and the def2-TZVPD basis
N -5.2411 -1.7444 4.2304
C -4.4556 -0.8172 4.7967
C -4.1202 0.3754 4.1585
C -4.5147 0.5369 2.8084
C -5.4460 -0.3871 2.2653
C -5.7587 -1.5150 3.0252
C -3.9108 1.5502 1.9875
Co 0.2768 0.5552 -1.3569
P 2.9982 0.4905 -1.4374
C -4.3079 1.7174 0.6711
C -3.4559 2.3074 -0.2828
C -3.4807 1.7429 -1.5872
C -2.2510 1.4306 -2.1275
C -1.1533 1.6377 -1.3003
C -1.0997 2.5075 -0.1984
C -2.3132 3.0029 0.2296
Br 0.9594 2.0017 -3.0402
H -3.1623 2.2050 2.4567
H -5.2961 1.4359 0.3156
H -3.5469 1.1315 4.6904
H -5.8914 -0.2641 1.2739
H -4.0569 -1.0404 5.7763
H -6.4235 -2.2723 2.6062
H -4.4001 1.3646 -2.0426
H -2.3944 3.6655 1.0889
H -2.1223 0.9973 -3.1369
H -0.1651 2.8387 0.2578
P -0.3080 -1.5569 -0.9819
C 3.5208 2.1385 -0.7354
C 4.7474 2.8736 -1.2494
H 3.6252 1.9304 0.3442
H 2.6417 2.7900 -0.8405
H 4.8917 3.7516 -0.6023
H 5.6662 2.2744 -1.1673
H 4.6139 3.2483 -2.2717
C 3.4368 -0.1072 -3.1788
C 4.4972 0.6506 -3.9666
H 2.4645 -0.0871 -3.7032
H 3.7190 -1.1750 -3.0782
H 4.1577 0.7202 -5.0125
H 4.6459 1.6657 -3.5676
H 5.4656 0.1236 -3.9771
C 4.0919 -0.6781 -0.5524
C 5.5810 -0.5135 -0.7842
H 3.8065 -1.6528 -0.9697
H 3.8297 -0.6655 0.5159
H 6.0609 -1.5006 -0.7134
H 5.7742 -0.1080 -1.7831
H 6.0297 0.1526 -0.0430
C 0.5090 -2.6765 0.2181
C 1.9652 -3.0118 -0.0538
H -0.0792 -3.6134 0.2217
H 0.4167 -2.2054 1.2084
H 2.2917 -3.8682 0.5597
H 2.1646 -3.2478 -1.1107
H 2.5761 -2.1574 0.2501
C -0.1830 -2.4041 -2.5809
C -1.0367 -1.8021 -3.6980
H -0.4735 -3.4560 -2.4152
H 0.8820 -2.4143 -2.8710
H -0.8021 -2.3128 -4.6420
H -2.1085 -1.9522 -3.4967
H -0.8501 -0.7257 -3.8423
C -2.0623 -1.4804 -0.4520
C -2.4272 -2.0119 0.9451
H -2.6197 -2.0331 -1.2282
H -2.4161 -0.4374 -0.5318
H -3.4721 -2.3666 0.9353
H -1.7934 -2.8555 1.2642
H -2.3557 -1.1996 1.6891
C 0.8188 2.0462 3.2971
C 0.4928 0.7912 2.5468
C -0.1272 -0.2990 3.3764
O 0.7188 0.6558 1.3317
H 1.5200 1.8165 4.1169
H -0.0984 2.4044 3.7873
H 1.2290 2.7767 2.5922
H -1.1723 -0.0231 3.5978
H -0.1313 -1.2557 2.8344
H 0.3981 -0.4096 4.3401
```

Löwdin atomic charges, in units of e:
1 N 0.10
2 C -0.10
3 C 0.00
4 C -0.22
5 C 0.00
6 C -0.11
7 C 0.04
8 Co 0.19
9 P 0.91
10 C 0.01
11 C -0.19
12 C 0.04
13 C -0.09
14 C -0.38
15 C -0.06
16 C 0.03
17 Br 0.51
18 H 0.13
19 H 0.14
20 H 0.12
21 H 0.12
22 H 0.12
23 H 0.12
24 H 0.15
25 H 0.14
26 H 0.12
27 H 0.12
28 P 0.93
29 C -0.40
30 C -0.13
31 H 0.09
32 H 0.03
33 H 0.09
34 H 0.07
35 H 0.07
36 C -0.42
37 C -0.13
38 H 0.00
39 H 0.09
40 H 0.09
41 H 0.05
42 H 0.08
43 C -0.44
44 C -0.12
45 H 0.04
46 H 0.08
47 H 0.09
48 H 0.05
49 H 0.08
50 C -0.36
51 C -0.13
52 H 0.10
53 H 0.06
54 H 0.10
55 H 0.08
56 H 0.03
57 C -0.38
58 C -0.13
59 H 0.11
60 H 0.08
61 H 0.09
62 H 0.08
63 H 0.04
64 C -0.33
65 C -0.11
66 H 0.09
67 H 0.05
68 H 0.08
69 H 0.07
70 H 0.06
71 C 0.00
72 C -0.45
73 C 0.00
74 O -0.02
75 H 0.11
76 H 0.10
77 H 0.09
78 H 0.08
79 H 0.07
80 H 0.11